# 1
This record from OMol25 describes a molecular structure, C36H24F10MoN9O3SSe at a distorted geometry. The level of theory is ωB97M-V with the def2-TZVPD basis set.

Charge: -1
Total energy, hartree: -5971.15711
LUMO (spin up / spin down), eV: 1.858 / 0.550
Gap between HOMO and LUMO (spin up / spin down), eV: 5.54 / 5.00
ΔE to the lowest compared entry with this formula, charge and spin, eV: 1.8005
E_HOMO (spin up / spin down), eV: -3.68 / -4.45
Multiplicity: 3
Molar mass, u: 1027.60
Largest force on an atom, eV Å⁻¹: 1.95

CARTESIAN COORDINATES (ANGSTROEM)
Mo -0.4607 0.2670 -0.1266
C 0.9605 3.1061 -0.1776
N -0.4012 2.5438 -0.2635
C -1.2721 3.1175 0.8029
C -2.3598 2.1656 1.2839
N -1.7594 0.8593 1.5033
C -2.3843 0.0262 2.4054
C -1.6387 -0.9356 3.0962
F -0.3093 -0.9995 2.9267
C -2.1965 -1.8293 3.9891
F -1.4132 -2.7166 4.6208
C -3.5481 -1.7900 4.2750
F -4.0902 -2.6481 5.1543
C -4.3191 -0.8443 3.6348
F -5.6416 -0.7948 3.8602
C -3.7467 0.0255 2.7232
F -4.6064 0.8372 2.0693
C -0.8835 2.8215 -1.6306
C -2.1813 2.1251 -1.9542
N -2.2652 0.8207 -1.2973
C -3.2978 0.0318 -1.7389
C -3.7577 -1.0940 -1.0113
F -3.3573 -1.2874 0.2515
C -4.6873 -2.0037 -1.4654
F -5.0182 -3.0511 -0.6916
C -5.3225 -1.8242 -2.6751
F -6.2122 -2.7149 -3.1431
C -5.0122 -0.6826 -3.3715
F -5.6350 -0.4355 -4.5353
C -4.0678 0.2226 -2.9119
F -3.9457 1.3169 -3.6979
H 0.9454 4.1556 -0.4933
H 1.3244 3.0453 0.8428
H 1.6322 2.5319 -0.8237
H -0.6184 3.3408 1.6463
H -1.7007 4.0633 0.4485
H -2.7514 2.5818 2.2203
H -3.1882 2.1408 0.5717
H -0.9839 3.9054 -1.7708
H -0.0990 2.4718 -2.2993
H -3.0248 2.7565 -1.6416
H -2.2087 2.0452 -3.0387
O -0.7072 -1.6726 0.0311
C -0.3420 -2.8251 -0.5370
C -1.3569 -3.7689 -0.7207
C -1.1266 -4.9641 -1.3816
C 0.1346 -5.2674 -1.8811
C 1.1568 -4.3575 -1.6678
C 0.9518 -3.1581 -0.9916
C 2.1249 -2.3202 -0.6982
N 1.9920 -1.5264 0.2739
N 2.9031 -0.6477 0.7332
C 2.2732 0.4418 1.3662
O 1.0062 0.5718 1.0841
C 2.8571 1.1969 2.4195
C 4.2192 1.1004 2.7857
C 4.7209 1.8534 3.8314
C 3.9011 2.7171 4.5506
C 2.5516 2.8069 4.2129
C 2.0315 2.0658 3.1707
H -2.3388 -3.5240 -0.3426
H -1.9464 -5.6611 -1.5104
H 0.3192 -6.1907 -2.4141
H 2.1601 -4.5783 -2.0192
H 3.0277 -2.4241 -1.3069
H 4.8855 0.4501 2.2406
H 5.7704 1.7674 4.0871
H 4.3028 3.2965 5.3718
H 1.8950 3.4555 4.7804
H 0.9749 2.0996 2.9399
Se 5.3522 -1.8626 0.3681
N 5.9743 -1.6843 -1.2913
C 5.2890 -0.6655 -1.8873
C 5.5096 -0.2186 -3.1963
C 4.7457 0.8318 -3.6641
C 3.7903 1.4189 -2.8301
N 3.5490 1.0181 -1.5886
C 4.2740 -0.0006 -1.1588
N 4.1425 -0.4798 0.1463
H 6.2638 -0.7026 -3.8029
H 4.8736 1.2052 -4.6706
H 3.1817 2.2382 -3.1915
O -0.6427 0.2507 -4.1501
S 0.5303 0.0161 -3.2771
N 0.3289 0.0242 -1.7806

---

# 2
This record from OMol25 describes a molecular structure, C26H30FN7O4RuS2. The level of theory is ωB97M-V with the def2-TZVPD basis set.

Charge: +1
Total energy, hartree: -2683.80422
LUMO (spin up / spin down), eV: -3.448 / -3.450
Gap between HOMO and LUMO (spin up / spin down), eV: 5.74 / 6.44
ΔE to the lowest compared entry with this formula, charge and spin, eV: 1.2025
E_HOMO (spin up / spin down), eV: -9.19 / -9.89
Multiplicity: 6
Molar mass, u: 688.77
Largest force on an atom, eV Å⁻¹: 0.64

CARTESIAN COORDINATES (ANGSTROEM)
Ru 3.2167 -1.4262 -0.3576
F -1.9333 2.6776 -2.6024
C -1.9760 1.6534 -1.7220
C -0.7980 1.1530 -1.2554
C -0.7887 0.1020 -0.3390
C 0.4758 -0.3743 0.2157
O 1.5619 0.0744 -0.2506
C 0.3722 -1.3122 1.2688
C -0.8402 -1.8588 1.5528
N -1.9943 -1.5422 0.9213
C -3.1911 -2.3119 1.2159
C -3.8650 -3.0241 0.0805
C -3.0929 -3.8010 1.1022
C -2.0069 -0.4702 0.0449
C -3.2042 0.0631 -0.4442
C -3.2158 1.1455 -1.3034
N -4.4811 1.6762 -1.7010
C -5.3526 2.1726 -0.6346
C -6.8030 1.8433 -1.0209
N -6.8588 1.7153 -2.5212
C -6.0575 2.8116 -3.1650
C -4.5692 2.5447 -2.8774
C 1.5092 -1.7229 2.1927
O 1.1988 -1.8823 3.3627
O 2.6828 -1.8755 1.6812
H 0.1400 1.5839 -1.5843
H -0.9141 -2.6210 2.3172
H -3.7984 -1.8986 2.0118
H -3.4200 -2.9145 -0.9008
H -4.9453 -3.0871 0.0854
H -2.1365 -4.2142 0.8021
H -3.6340 -4.3933 1.8276
H -4.1462 -0.3807 -0.1452
H -5.2244 3.2513 -0.4911
H -5.1123 1.6904 0.3059
H -7.4951 2.6277 -0.7231
H -7.1363 0.8967 -0.6020
H -7.8214 1.7066 -2.8500
H -6.4215 0.8285 -2.7702
H -6.4031 3.7465 -2.7335
H -6.2623 2.8244 -4.2303
H -4.0683 3.5033 -2.7521
H -4.1106 2.0355 -3.7210
S 1.4484 -3.6150 -0.7986
C 2.9286 -4.2460 -0.2957
C 2.9318 -5.2936 0.6951
N 2.9068 -6.1272 1.4883
C 4.1563 -3.7462 -0.7638
S 4.2768 -2.6507 -2.1002
C 5.3976 -4.2692 -0.2477
N 6.3936 -4.6882 0.1503
C 5.8767 3.0928 0.2554
N 5.1710 1.8296 0.0406
C 5.0117 1.4967 -1.3681
C 5.0085 0.8344 0.9601
O 4.9533 -0.3630 0.5546
N 4.9187 1.0582 2.2896
C 4.7680 2.3137 3.0183
C 4.8845 -0.1028 3.1947
H 6.3831 3.3510 -0.6735
H 6.6446 2.9966 1.0196
H 5.2089 3.9189 0.5048
H 4.6302 2.3741 -1.8874
H 4.3019 0.7003 -1.5095
H 5.9546 1.1881 -1.8228
H 4.7599 3.1844 2.3889
H 5.5765 2.4135 3.7447
H 3.8257 2.2917 3.5683
H 4.6815 -1.0125 2.6547
H 4.0874 0.0492 3.9224
H 5.8350 -0.1954 3.7265

---

# 3
This record from OMol25 describes a molecular structure, C25H23F2N4ORhSe2 at a distorted geometry. The level of theory is ωB97M-V with the def2-TZVPD basis set.

Charge: +2
Total energy, hartree: -6373.37310
LUMO, eV: -7.138
Gap between HOMO and LUMO, eV: 6.98
ΔE to the lowest compared entry with this formula, charge and spin, eV: 0.0000
E_HOMO, eV: -14.12
Molar mass, u: 694.31
Largest force on an atom, eV Å⁻¹: 2.63

CARTESIAN COORDINATES (ANGSTROEM)
Rh -0.3312 -0.4791 0.1239
Se -3.5556 -0.7376 0.7644
Se -2.4082 -2.4968 -0.6075
C -1.7474 -1.6050 -2.1801
C -2.2477 -1.8434 -3.4439
C -1.6604 -1.1927 -4.5252
C -0.6015 -0.3298 -4.3092
C -0.1610 -0.1228 -3.0098
N -0.7185 -0.7568 -1.9768
C -2.4500 -1.0646 2.2672
C -3.0586 -1.3410 3.4778
C -2.2658 -1.5408 4.5995
C -0.8934 -1.4775 4.4587
C -0.3574 -1.2504 3.2035
N -1.1124 -1.0248 2.1234
H -3.0810 -2.5195 -3.5768
H -2.0345 -1.3565 -5.5273
H -0.1207 0.1844 -5.1294
H 0.6549 0.5508 -2.7855
H -4.1356 -1.4171 3.5288
H -2.7176 -1.7577 5.5581
H -0.2350 -1.5992 5.3067
H 0.7099 -1.2370 3.0647
F 1.9939 3.5797 2.5780
C 2.0392 2.2879 2.2677
C 0.9910 1.7512 1.5328
C 1.0642 0.4231 1.1865
C 2.1435 -0.3821 1.5641
C 3.1312 0.1996 2.3584
F 4.1348 -0.5527 2.8168
C 3.1106 1.5326 2.7042
C 2.1248 -1.7385 1.0307
C 3.0667 -2.7366 1.2476
C 2.9518 -3.9371 0.5722
C 1.9143 -4.1081 -0.3344
C 0.9986 -3.0926 -0.4861
N 1.0745 -1.9439 0.2012
H 0.1517 2.3678 1.2663
H 3.9067 1.9641 3.2947
H 3.8866 -2.5650 1.9256
H 3.6765 -4.7232 0.7358
H 1.8069 -5.0162 -0.9094
H 0.1844 -3.2000 -1.1848
C -3.4334 4.1389 -1.2710
N -2.4416 3.3171 -0.5702
C -1.6017 3.9577 0.4411
C -2.3372 2.0096 -0.7802
C -3.2862 1.4060 -1.7778
O -1.5117 1.3276 -0.1203
H -3.2467 5.1827 -1.0433
H -4.4478 3.8941 -0.9544
H -3.3649 4.0176 -2.3499
H -1.9956 4.9441 0.6607
H -0.5761 4.0572 0.0843
H -1.6099 3.3664 1.3542
H -4.3091 1.4795 -1.4030
H -3.0509 0.3632 -1.9394
H -3.2538 1.9342 -2.7301

---

# 4
This record from OMol25 describes C5H10O in the gas phase. The level of theory is ωB97M-V with the def2-TZVPD basis set.

Charge: 0
Structure (SMILES): CC(=O)C(C)C
Total energy, hartree: -271.75209
LUMO, eV: 0.986
Gap between HOMO and LUMO, eV: 10.52
ΔE to the lowest compared entry with this formula, charge and spin, eV: 0.0144
E_HOMO, eV: -9.53
Molar mass, u: 86.13
Largest force on an atom, eV Å⁻¹: 0.40

CARTESIAN COORDINATES (ANGSTROEM)
C 2.0775 -0.3132 -0.6557
C 0.9554 0.3919 0.0712
O 1.1356 1.4322 0.6679
C -0.4290 -0.2502 0.0240
C -1.3416 0.6256 -0.8452
C -0.9923 -0.3930 1.4383
H 2.3760 -1.1948 -0.0733
H 1.7534 -0.6762 -1.6382
H 2.9371 0.3514 -0.7581
H -0.3431 -1.2422 -0.4387
H -0.9537 0.7364 -1.8655
H -1.4273 1.6241 -0.4028
H -2.3431 0.1848 -0.9078
H -1.0298 0.5865 1.9254
H -0.3701 -1.0542 2.0521
H -2.0051 -0.8091 1.4065

---

# 5
This record from OMol25 describes 2 unconnected molecules or ions with the total composition C19H25N3O6S at a distorted geometry. The level of theory is ωB97M-V with the def2-TZVPD basis set.

Charge: 0
Structure (SMILES): CNC(=O)[C@H](Cc1ccc(O)cc1)NC(C)=O.COc1ccc(S(N)(=O)=O)cc1
Total energy, hartree: -1752.90845
LUMO, eV: 0.210
Gap between HOMO and LUMO, eV: 8.85
ΔE to the lowest compared entry with this formula, charge and spin, eV: 1.5063
E_HOMO, eV: -8.64
Molar mass, u: 423.49
Largest force on an atom, eV Å⁻¹: 2.54

CARTESIAN COORDINATES (ANGSTROEM)
C -2.7775 -1.1471 3.9796
N -1.9830 -0.8401 2.7923
C -2.4582 -0.2045 1.7125
O -3.6351 0.1347 1.6474
C -1.4800 -0.0014 0.5271
C -0.3510 1.0229 0.7780
C 0.4073 0.8425 2.0785
C 1.5487 0.0193 2.1331
C 2.2203 -0.1716 3.3572
C 1.7427 0.4565 4.5297
O 2.3782 0.2713 5.7152
C 0.5995 1.2781 4.4721
C -0.0584 1.4808 3.2454
N -2.1429 0.2809 -0.7591
C -2.8690 1.3654 -1.0516
C -3.5693 1.3425 -2.3901
O -2.9723 2.3474 -0.3303
H -3.6028 -1.8092 3.7106
H -3.1938 -0.2238 4.3881
H -2.1555 -1.6271 4.7360
H -0.9896 -1.0114 2.8312
H -0.9825 -0.9621 0.4075
H -0.7649 2.0304 0.7792
H 0.3568 0.9726 -0.0508
H 1.9194 -0.4531 1.2327
H 3.1007 -0.7942 3.3987
H 3.2163 -0.1796 5.6110
H 0.2441 1.7565 5.3726
H -0.9358 2.1149 3.2000
H -2.1609 -0.4563 -1.4390
H -4.2504 0.4946 -2.4284
H -2.8260 1.2765 -3.1824
H -4.1326 2.2681 -2.5023
C 1.8631 -3.4619 -0.2249
O 2.7833 -2.5337 -0.8157
C 2.2912 -1.5820 -1.6775
C 3.2152 -0.6692 -2.1928
C 2.8172 0.3621 -3.0464
C 1.4700 0.4826 -3.3978
S 0.9072 1.8438 -4.4414
N 0.4701 1.0591 -5.8264
O -0.3249 2.4755 -3.9750
O 1.9685 2.7506 -4.8765
C 0.5355 -0.4329 -2.9118
C 0.9417 -1.4598 -2.0572
H 1.1080 -2.9402 0.3721
H 1.3651 -4.0585 -0.9960
H 2.4055 -4.1452 0.4352
H 4.2586 -0.7598 -1.9089
H 3.5520 1.0761 -3.4164
H -0.0833 1.7332 -6.3364
H 1.3348 0.8701 -6.3106
H -0.5097 -0.3342 -3.1981
H 0.1884 -2.1504 -1.6991

---

# 6
This record from OMol25 describes C5H8N2 in the gas phase. The level of theory is ωB97M-V with the def2-TZVPD basis set.

Charge: 0
Total energy, hartree: -304.72027
LUMO, eV: 1.066
Gap between HOMO and LUMO, eV: 9.46
ΔE to the lowest compared entry with this formula, charge and spin, eV: 3.1354
E_HOMO, eV: -8.39
Molar mass, u: 96.13
Largest force on an atom, eV Å⁻¹: 0.57

CARTESIAN COORDINATES (ANGSTROEM)
C -3.0167 -0.3883 0.5475
C -0.7754 -0.0894 -0.4905
C 0.2003 0.7192 -0.8162
N 1.4956 0.7201 -0.2439
C 2.1893 -0.4164 -0.0240
N 3.4330 -0.1527 0.4044
C -1.8206 -0.8390 -0.2624
H -3.8240 -1.1234 0.4888
H -2.7721 -0.2316 1.6031
H -3.3957 0.5592 0.1504
H 0.0588 1.4219 -1.6369
H 1.9221 1.6436 -0.1469
H 4.0653 -0.9214 0.5500
H 3.8291 0.7773 0.5402
H -1.8572 -1.8293 -0.7169